No. 1
Formula: C7H12KN3O7
Source: the Open Molecules 2025 dataset
Level of theory: wB97M-V/def2-TZVPD

```
30
Properties=species:S:1:pos:R:3:mulliken_charge:R:1
K 17.699 -23.084 14.140 0.97
O 16.197 -23.285 11.795 -0.68
O 19.795 -22.766 12.108 -0.75
O 18.792 -25.629 8.287 -0.51
O 16.554 -24.888 10.421 -0.49
O 20.979 -21.633 10.643 -0.55
O 21.126 -21.179 12.827 -0.69
O 19.956 -23.849 8.035 -0.51
N 19.680 -24.911 8.574 0.91
N 22.782 -19.366 10.401 0.14
N 16.694 -23.781 10.801 0.98
C 20.603 -21.817 11.931 0.72
C 23.891 -18.689 10.881 -0.61
C 20.517 -25.308 9.753 -0.70
C 17.246 -22.872 9.773 -0.59
C 22.121 -18.420 9.598 -0.32
C 22.687 -17.174 9.673 -0.56
C 23.886 -17.372 10.414 -0.27
H 20.956 -26.305 9.716 0.29
H 21.379 -24.648 9.661 0.29
H 24.703 -19.198 11.378 0.35
H 22.553 -20.334 10.574 0.27
H 20.452 -22.380 10.351 0.23
H 17.912 -22.313 10.430 0.16
H 22.263 -16.240 9.334 0.37
H 16.388 -22.255 9.506 0.29
H 19.908 -25.196 10.650 0.24
H 17.608 -23.424 8.907 0.29
H 21.172 -18.730 9.187 0.33
H 24.673 -16.684 10.686 0.37
```

## Properties
HOMO-LUMO gap   0.2249 Eh
HOMO   -7.18 eV
E_LUMO   -1.06 eV
Total charge   0

No. 2
Formula: C7H12MnO15S
Source: the Open Molecules 2025 dataset
Level of theory: wB97M-V/def2-TZVPD

```
36
Properties=species:S:1:pos:R:3:mulliken_charge:R:1
Mn 0.027 -0.828 1.040 1.52
S 0.845 2.462 -0.055 0.93
O 0.016 0.453 2.998 -0.66
O 2.256 -3.592 0.873 -0.65
O 1.154 3.241 1.161 -0.65
O 3.947 -2.283 1.591 -0.47
O -0.311 -3.646 -1.370 -0.68
O -0.126 -1.543 -0.909 -0.74
O 0.540 1.019 -0.016 0.28
O -0.960 -2.635 1.803 -0.63
O -1.396 -2.239 -2.589 -0.45
O -1.918 1.222 3.782 -0.52
O -1.591 0.541 1.728 -0.74
O 1.899 -1.530 1.168 -0.76
O -0.736 -4.621 1.288 -0.67
O -2.061 -4.172 2.990 -0.54
O -0.244 3.257 -1.010 -0.34
C -0.758 2.434 -2.080 -0.07
C 2.696 -2.500 1.247 0.51
C 2.226 2.720 -1.186 -1.03
C -1.596 3.404 -2.925 -1.30
C -1.149 0.727 2.870 0.83
C -0.604 -2.479 -1.615 0.52
C -1.250 -3.799 2.005 0.45
H -1.123 4.357 -3.160 0.29
H -1.793 2.706 -3.739 0.41
H -2.131 -3.271 3.315 0.30
H -2.611 1.554 3.207 0.31
H 4.376 -3.138 1.510 0.28
H -0.016 2.014 -2.758 0.30
H 3.160 2.825 -0.634 0.37
H -1.267 -3.112 -2.966 0.27
H 2.185 1.734 -1.648 0.35
H 2.044 3.473 -1.953 0.31
H -1.287 1.572 -1.674 0.34
H -2.442 3.674 -2.292 0.30
```

## Properties
HOMO-LUMO gap (spin up / spin down)   0.1754 / 0.1754 Eh
Spin multiplicity   6
HOMO (spin up / spin down)   -0.80 / -0.80 eV
E_LUMO (spin up / spin down)   3.97 / 3.97 eV
⟨S²⟩   8.753
Total charge   -2

No. 3
Formula: C7H12N2
Source: the Open Molecules 2025 dataset
Level of theory: wB97M-V/def2-TZVPD

```
21
Properties=species:S:1:pos:R:3:mulliken_charge:R:1
N -0.900 -0.037 -0.179 -0.29
N -2.122 1.270 2.856 -0.48
C -0.949 1.097 -1.101 -0.87
C 2.254 -0.183 -1.432 -0.95
C 0.560 -0.205 1.885 -1.08
C 0.862 -2.342 -1.300 -0.80
C -2.362 0.996 1.679 -0.11
C 1.142 -1.083 -1.087 0.24
C -0.142 -0.084 0.796 0.76
H 1.550 -2.995 -1.851 0.30
H -3.327 1.007 1.143 0.31
H -2.891 1.570 3.473 0.24
H -0.055 -2.804 -0.947 0.26
H 3.035 -0.718 -1.997 0.39
H -1.954 1.517 -1.053 0.33
H 1.524 -0.691 1.872 0.33
H 0.147 0.197 2.803 0.32
H -0.783 0.716 -2.108 0.35
H 1.915 0.654 -2.049 0.24
H -0.219 1.874 -0.867 0.28
H 2.716 0.243 -0.538 0.23
```

## Properties
HOMO-LUMO gap (spin up / spin down)   0.3136 / 0.2878 Eh
HOMO (spin up / spin down)   -7.74 / -7.36 eV
E_LUMO (spin up / spin down)   0.79 / 0.47 eV
Total charge   0

No. 4
Formula: C7H12N2
Source: the Open Molecules 2025 dataset
Level of theory: wB97M-V/def2-TZVPD

```
21
Properties=species:S:1:pos:R:3:mulliken_charge:R:1
N -1.128 -2.040 -0.584 -0.67
N 0.610 2.559 0.006 -0.46
C 0.478 1.230 0.322 0.08
C -0.603 0.517 -1.890 -1.31
C -1.045 -0.935 0.038 0.27
C 1.449 0.319 -0.086 -0.02
C 1.823 -0.990 0.552 -1.26
C -1.696 -0.621 1.361 -1.25
C -0.281 0.183 -0.612 0.84
H -0.938 -0.394 2.112 0.27
H -1.703 -2.710 -0.071 0.25
H -0.126 1.348 -2.391 0.34
H -2.315 0.275 1.269 0.29
H 2.872 -0.927 0.854 0.41
H 2.215 0.681 -0.788 0.30
H 1.399 2.872 -0.552 0.21
H -1.419 0.024 -2.396 0.39
H 1.229 -1.212 1.435 0.26
H -2.314 -1.453 1.702 0.48
H -0.234 3.091 -0.129 0.24
H 1.729 -1.818 -0.151 0.34
```

## Properties
HOMO-LUMO gap (spin up / spin down)   0.2835 / 0.2835 Eh
HOMO (spin up / spin down)   -7.06 / -7.06 eV
E_LUMO (spin up / spin down)   0.66 / 0.66 eV
Total charge   0

No. 5
Formula: C7H12N2
Source: the Open Molecules 2025 dataset
Level of theory: wB97M-V/def2-TZVPD

```
21
Properties=species:S:1:pos:R:3:mulliken_charge:R:1
N -1.155 1.008 -2.177 -0.57
N -0.447 -0.329 1.851 -0.56
C 0.218 -0.320 -0.563 0.68
C -0.475 -1.074 0.526 -0.08
C 0.701 0.705 0.519 -0.19
C 1.006 -0.109 1.916 -0.59
C 0.716 -1.713 -0.244 -1.00
C -0.219 -0.029 -1.941 -0.86
C -0.614 1.031 1.198 -0.43
H -0.528 1.823 1.974 0.27
H -1.848 0.950 -1.304 0.31
H 1.845 -1.608 0.214 0.13
H -0.401 -1.150 -2.328 0.24
H -0.816 1.964 -2.166 0.29
H 0.595 -2.607 -0.927 0.36
H 1.716 -0.843 2.138 0.32
H -1.584 1.435 0.718 0.19
H 0.689 0.032 -2.704 0.30
H 1.034 1.574 0.073 0.53
H 1.169 0.581 2.760 0.29
H -1.602 -1.323 0.466 0.38
```

## Properties
HOMO-LUMO gap   0.3582 Eh
HOMO   -8.79 eV
E_LUMO   0.95 eV
SMILES   NC[C@]12C[C@H]1N1CC2C1
Total charge   0

No. 6
Formula: C7H12N2O
Source: the Open Molecules 2025 dataset
Level of theory: wB97M-V/def2-TZVPD

```
22
Properties=species:S:1:pos:R:3:mulliken_charge:R:1
O -1.439 -0.996 1.351 -0.61
N 1.631 -2.091 -1.142 -0.67
N 0.448 -0.709 0.105 0.09
C -0.698 -0.034 0.678 1.12
C -0.649 1.425 -1.536 -1.05
C -0.235 0.991 1.713 -1.89
C 0.485 -1.577 -0.987 0.25
C 1.816 -0.582 0.514 -0.21
C -1.519 0.739 -0.419 -0.81
C 2.450 -1.533 -0.239 -0.60
H 0.413 1.767 1.156 0.35
H 3.541 -1.648 -0.358 0.35
H -1.151 0.958 -2.410 0.30
H -0.608 2.516 -1.455 0.33
H -0.965 1.473 2.317 0.40
H 0.396 0.478 2.388 0.48
H -0.497 -1.723 -1.520 0.30
H 0.297 0.984 -1.418 0.36
H -2.084 -0.088 -0.876 0.26
H 2.154 0.047 1.341 0.35
H -2.247 1.428 0.017 0.50
H -1.541 -1.825 0.782 0.41
```

## Properties
HOMO-LUMO gap   0.3602 Eh
HOMO   -9.02 eV
E_LUMO   0.78 eV
SMILES   CC[C@@](C)(O)n1ccnc1
Total charge   0

No. 7
Formula: C7H12N2O2
Source: the Open Molecules 2025 dataset
Level of theory: wB97M-V/def2-TZVPD

```
23
Properties=species:S:1:pos:R:3:mulliken_charge:R:1
O -2.274 0.116 1.081 -0.59
O -2.420 -0.710 -0.882 -0.65
N 2.917 0.600 0.021 -0.58
N -1.844 -0.046 -0.026 1.08
C -0.437 1.925 0.513 -1.63
C 1.837 0.211 0.060 -0.21
C 0.597 -1.757 -0.550 -1.73
C -0.250 0.687 -1.836 -1.85
C 0.408 -0.876 1.754 -1.36
C 0.583 -0.500 0.267 1.40
C -0.506 0.562 -0.327 1.08
H 1.492 -2.394 -0.113 0.38
H 0.763 -1.599 -1.726 0.28
H -0.802 -0.013 -2.437 0.38
H 0.761 0.600 -1.908 0.59
H 0.124 -1.951 1.787 0.34
H -0.638 1.699 -2.114 0.42
H -0.260 -2.241 -0.359 0.59
H 1.466 -0.709 2.250 0.30
H -1.215 2.621 0.348 0.49
H -0.464 1.633 1.556 0.39
H 0.491 2.361 0.412 0.48
H -0.329 -0.219 2.228 0.41
```

## Properties
HOMO-LUMO gap   0.4180 Eh
HOMO   -11.22 eV
E_LUMO   0.16 eV
SMILES   CC(C)(C#N)C(C)(C)[N+](=O)[O-]
Total charge   0

No. 8
Formula: C7H12N2O2
Source: the Open Molecules 2025 dataset
Level of theory: wB97M-V/def2-TZVPD

```
23
Properties=species:S:1:pos:R:3:mulliken_charge:R:1
O 0.121 1.759 -1.738 -0.45
O 0.596 2.046 0.467 -0.29
N 1.008 -1.353 0.446 -0.57
N 0.642 -2.170 -0.530 0.33
C -0.974 -2.155 1.038 -0.74
C -0.608 -2.662 -0.206 -0.35
C 0.130 -1.429 1.415 -0.06
C 1.251 0.874 -2.120 -0.43
C -0.276 1.668 -0.392 0.73
C 0.715 2.140 1.791 -0.62
C -1.640 1.210 -0.098 -0.82
H -1.471 0.189 0.239 -0.02
H -1.786 -2.236 1.706 0.44
H 0.935 0.289 -2.888 0.34
H 1.309 0.266 -1.328 0.07
H -2.337 1.303 -0.910 0.35
H 1.243 -2.339 -1.230 0.11
H -0.069 1.813 2.516 0.29
H 2.129 1.421 -2.473 0.24
H -1.114 -3.336 -0.955 0.38
H 0.523 -1.218 2.443 0.41
H -2.102 1.763 0.701 0.36
H 1.777 2.156 2.107 0.26
```

## Properties
HOMO-LUMO gap (spin up / spin down)   0.2717 / 0.2532 Eh
HOMO (spin up / spin down)   -6.64 / -6.13 eV
E_LUMO (spin up / spin down)   0.75 / 0.76 eV
Total charge   0

No. 9
Formula: C7H12N2O2S
Source: the Open Molecules 2025 dataset
Level of theory: wB97M-V/def2-TZVPD

```
24
Properties=species:S:1:pos:R:3:mulliken_charge:R:1
S -0.564 0.008 -1.885 -0.34
O -1.959 0.143 1.277 -0.28
O -0.819 2.084 0.936 -0.63
N 0.469 -1.229 1.233 0.09
N -0.567 -2.127 1.673 -0.83
C 0.418 0.075 0.973 -0.09
C 1.592 0.806 0.376 -0.50
C -0.844 0.876 1.072 0.91
C 1.139 -0.088 -1.922 1.03
C 1.613 -0.708 -3.213 -1.32
C -3.088 1.055 1.486 -0.77
C 1.974 0.253 -0.930 -0.98
H -3.546 0.723 2.381 0.30
H -2.736 2.035 1.667 0.36
H 3.085 0.354 -1.228 0.11
H 1.332 -1.761 -3.214 0.26
H 1.311 -1.591 0.817 0.34
H 2.669 -0.505 -3.285 0.36
H 2.335 0.800 1.114 0.49
H -1.484 -2.122 1.095 0.36
H -3.808 1.118 0.567 0.24
H -0.860 -1.907 2.675 0.31
H 1.117 -0.214 -3.987 0.40
H 1.221 1.921 0.322 0.17
```

## Properties
HOMO-LUMO gap (spin up / spin down)   0.2121 / 0.2118 Eh
HOMO (spin up / spin down)   -7.05 / -7.05 eV
E_LUMO (spin up / spin down)   -1.27 / -1.28 eV
Total charge   0

No. 10
Formula: C7H12N2O3
Source: the Open Molecules 2025 dataset
Level of theory: wB97M-V/def2-TZVPD

```
24
Properties=species:S:1:pos:R:3:mulliken_charge:R:1
O -1.873 1.642 2.841 -0.15
O 3.537 -0.454 -1.548 -0.55
O -2.801 0.968 -0.426 -0.50
N 0.597 -1.538 -0.492 -0.38
N -2.850 1.560 1.823 -0.38
C 0.996 -0.629 -1.584 0.39
C -2.258 0.979 0.822 0.32
C -1.051 0.349 1.274 -0.11
C -0.822 0.915 2.495 -0.37
C 1.069 -1.207 -2.964 -1.48
C 1.989 -1.696 -0.068 -0.75
C 2.328 -0.417 -0.832 0.14
H 1.490 -0.493 -3.667 0.35
H 0.003 0.944 3.180 0.44
H 0.311 0.252 -1.592 0.15
H 1.698 -2.107 -2.995 0.32
H -2.440 1.765 -0.853 0.36
H -0.382 -0.304 0.726 0.35
H 3.594 0.363 -2.073 0.35
H 0.061 -1.476 -3.302 0.39
H 2.511 -2.532 -0.537 0.31
H 2.258 0.489 -0.222 0.29
H 0.143 -2.379 -0.791 0.20
H 2.112 -1.688 1.021 0.31
```

## Properties
HOMO-LUMO gap   0.3643 Eh
HOMO   -9.43 eV
E_LUMO   0.49 eV
SMILES   C[C@H]1NC[C@H]1O.Oc1ccon1
Total charge   0

Sequential E_tot output: -42576.0990 -80323.9543 -10425.9606 -10429.9191 -10427.7851 -12480.2640 -14524.8024 -14522.5844 -25360.1174 -16572.9210 eV
Sequential energy above the lowest of the compared OMol25 structures with the same formula, charge and spin output: 78.37 277.04 725.23 343.29 549.20 125.02 481.24 695.24 492.98 379.63 kJ/mol
Sequential max |F| output: 3.3 7.4 1.4 0.7 4.7 4.2 5.7 6.8 3.5 1.9 eV Å⁻¹